No. 1
Formula: C4H9NO
Source: OMol25
Level of theory: ωB97M-V/def2-TZVPD

The geometry in XYZ format:
```
15
C4H9NO | OMol25 | ωB97M-V/def2-TZVPD
C -0.899 -1.643 0.383
C 0.451 -1.009 0.103
O 0.258 0.205 -0.606
C 1.466 0.850 -0.947
H -1.439 -1.828 -0.551
H -0.768 -2.600 0.900
H -1.519 -1.000 1.018
H 1.077 -1.684 -0.500
H 0.992 -0.810 1.042
H 2.078 0.220 -1.607
H 2.058 1.101 -0.054
H 1.210 1.772 -1.475
C -1.641 2.130 0.750
N -2.345 2.848 1.317
H -0.979 1.449 0.226
```

Values from the calculation:
Total energy in eV: -7830.3117
2S+1: 1
LUMO level in hartree: 0.0316
HOMO energy in hartree: -0.3905
Relative energy (zero: lowest compared OMol25 entry of this formula, charge and spin) in kJ/mol: 193.8
HOMO-LUMO gap in eV: 11.4860
SMILES string: CCOC.C#N

Here are the natural (NBO) charges for atoms 1 to 8, given in e: -0.628, -0.061, -0.562, -0.252, 0.217, 0.219, 0.214, 0.168



No. 2
Formula: C24H66F2N7O10PbS2
Source: OMol25
Level of theory: ωB97M-V/def2-TZVPD

The geometry in XYZ format:
```
112
C24H66F2N7O10PbS2 | OMol25 | ωB97M-V/def2-TZVPD
Pb 4.139 -6.265 -2.542
N 2.674 -2.554 0.035
S 1.387 -1.729 0.100
O 1.449 -0.324 -0.032
O 0.365 -2.361 0.899
F 0.907 -2.011 -1.442
S 3.424 -1.720 1.257
O 2.745 -1.420 2.547
O 4.406 -0.745 0.796
F 4.466 -2.866 1.595
C -4.835 -9.686 1.618
C -3.943 -8.518 2.028
C -2.672 -8.856 2.841
O -2.963 -9.841 3.937
C -1.870 -10.173 4.810
N -3.727 -7.633 0.875
H -4.763 -10.416 2.425
H -4.360 -10.113 0.735
H -5.866 -9.357 1.489
H -4.509 -7.811 2.634
H -2.273 -7.969 3.332
H -1.915 -9.231 2.151
H -1.454 -9.201 5.073
H -1.157 -10.797 4.272
H -2.271 -10.653 5.703
H -4.572 -7.376 0.384
H -3.238 -6.772 1.078
C 8.098 -1.372 -5.065
C 6.874 -2.296 -4.765
C 6.142 -2.725 -6.036
O 4.919 -3.441 -5.762
C 3.941 -3.287 -6.666
N 7.344 -3.443 -4.055
H 7.930 -0.524 -5.729
H 8.994 -1.919 -5.361
H 8.455 -0.786 -4.218
H 6.215 -1.756 -4.084
H 6.827 -3.263 -6.692
H 6.011 -1.761 -6.528
H 3.643 -2.246 -6.790
H 3.069 -3.733 -6.189
H 3.935 -3.738 -7.658
H 7.582 -3.338 -3.079
H 8.261 -3.812 -4.262
C -2.150 5.899 4.631
C -0.861 5.325 4.243
C 0.220 6.245 3.753
O 0.952 6.907 4.642
C 1.802 7.879 4.170
N -0.319 4.403 5.248
H -2.097 6.183 5.682
H -3.014 5.237 4.586
H -2.398 6.704 3.939
H -0.998 4.681 3.374
H -0.259 6.906 3.030
H 0.917 5.660 3.152
H 1.144 8.576 3.651
H 2.443 7.414 3.421
H 2.351 8.448 4.921
H -0.132 4.811 6.152
H 0.569 4.032 4.942
C -3.563 5.398 -2.493
C -4.325 6.610 -2.966
C -3.344 7.726 -3.550
O -2.307 7.960 -2.570
C -1.526 9.062 -2.917
N -5.343 6.141 -3.902
H -4.198 4.597 -2.114
H -2.811 5.555 -1.719
H -3.015 4.770 -3.196
H -4.857 7.121 -2.164
H -3.938 8.595 -3.834
H -3.010 7.390 -4.532
H -0.979 8.891 -3.845
H -0.831 9.324 -2.120
H -2.074 9.991 -3.074
H -5.989 5.669 -3.286
H -5.922 6.888 -4.259
C -7.640 -2.265 -3.744
C -9.059 -2.791 -3.290
C -10.277 -2.307 -4.166
O -10.117 -0.879 -4.355
C -10.889 -0.291 -5.328
N -9.019 -4.180 -3.204
H -7.305 -2.713 -4.679
H -6.873 -2.517 -3.011
H -7.660 -1.177 -3.806
H -9.167 -2.379 -2.287
H -11.169 -2.518 -3.577
H -10.353 -2.727 -5.169
H -11.822 0.014 -4.854
H -11.050 -0.879 -6.231
H -10.504 0.634 -5.759
H -9.921 -4.376 -2.795
H -8.982 -4.581 -4.130
C 7.068 2.769 5.422
C 8.480 2.629 4.970
C 9.057 1.268 5.348
O 9.196 1.170 6.729
C 9.425 -0.179 7.137
N 8.472 2.891 3.548
H 6.819 3.831 5.421
H 6.868 2.457 6.447
H 6.240 2.384 4.827
H 9.108 3.349 5.493
H 10.044 1.112 4.912
H 8.346 0.487 5.077
H 10.006 -0.063 8.052
H 10.118 -0.742 6.512
H 8.510 -0.705 7.409
H 8.210 3.856 3.404
H 7.886 2.259 3.022
```

Values from the calculation:
Total energy in eV: -89194.5621
2S+1: 1
LUMO level in hartree: -0.3291
HOMO energy in hartree: -0.3698
Relative energy (zero: lowest compared OMol25 entry of this formula, charge and spin) in kJ/mol: 1051.2
Net charge: +1
HOMO-LUMO gap in eV: 1.1082

Here are the Mulliken charges for atoms 1 to 8, given in e: 1.388, -0.268, 1.104, -0.505, -0.542, -0.331, 1.064, -0.512



No. 3
Formula: C8H8INP
Source: OMol25
Level of theory: ωB97M-V/def2-TZVPD

The geometry in XYZ format:
```
19
C8H8INP | OMol25 | ωB97M-V/def2-TZVPD
C 0.181 -2.213 0.935
C -1.199 1.907 -0.798
C -0.555 3.191 -0.858
C -0.591 0.819 -0.333
C 0.743 3.333 -0.349
C 0.698 1.019 0.299
C 1.287 2.264 0.315
C -0.979 -4.332 0.229
N -0.403 -3.167 0.635
P 1.623 -0.151 1.418
I 3.276 2.121 1.257
H -2.179 1.925 -1.249
H -1.140 3.851 -1.402
H -1.038 -0.105 -0.530
H 1.374 4.295 -0.443
H -1.416 -4.786 1.027
H -1.749 -4.003 -0.469
H -0.340 -4.988 -0.254
H 2.406 -0.980 0.571
```

Values from the calculation:
Total energy in eV: -27295.2654
2S+1: 1
LUMO level in hartree: -0.1753
HOMO energy in hartree: -0.4742
Relative energy (zero: lowest compared OMol25 entry of this formula, charge and spin) in kJ/mol: 52.1
Net charge: +1
HOMO-LUMO gap in eV: 8.1327

Here are the natural (NBO) charges for atoms 1 to 8, given in e: 0.323, -0.179, -0.150, -0.184, -0.256, -0.423, -0.070, -0.436



No. 4
Formula: C6H7N3O2
Source: OMol25
Level of theory: ωB97M-V/def2-TZVPD

The geometry in XYZ format:
```
18
C6H7N3O2 | OMol25 | ωB97M-V/def2-TZVPD
N 2.938 -0.411 1.745
N 3.209 0.661 1.672
O 3.513 1.769 1.720
O 1.749 -2.431 -1.434
N 1.752 -1.052 -1.446
C 0.663 -0.393 -0.836
C -0.123 -1.128 0.103
C -1.058 -0.403 0.878
C -1.219 0.946 0.746
C -0.560 1.625 -0.208
C 0.402 0.961 -0.920
H 1.836 -2.693 -0.460
H 2.067 -0.852 -2.356
H -0.119 -2.186 0.205
H -1.369 -1.141 1.570
H -1.920 1.565 1.472
H -0.719 2.678 -0.454
H 1.051 1.547 -1.608
```

Values from the calculation:
Total energy in eV: -14896.3613
2S+1: 1
LUMO level in hartree: 0.0350
HOMO energy in hartree: -0.2993
Relative energy (zero: lowest compared OMol25 entry of this formula, charge and spin) in kJ/mol: 402.4
HOMO-LUMO gap in eV: 9.0958
SMILES string: N#[N+][O-].ONc1ccccc1

Here are the natural (NBO) charges for atoms 1 to 8, given in e: -0.103, 0.440, -0.336, -0.554, -0.317, 0.135, -0.267, -0.208



Q: Which F_max values were calculated for the entries above? A: 1.08, 7.95, 3.89, 5.18, in eV Å⁻¹.